# 1
DFT (ωB97M-V/def2-TZVPD) results for a structure of composition C29H19Br2CaN4O7Si.

CARTESIAN COORDINATES (ANGSTROEM)
Ca: 0.045 0.561 -0.762
O: 3.101 1.167 -2.225
C: 2.503 1.596 -1.257
O: 2.066 0.897 -0.235
C: 2.098 3.065 -1.175
C: 2.987 4.053 -0.857
C: 2.528 5.359 -0.660
C: 1.202 5.679 -0.736
C: 0.301 4.674 -1.046
C: 0.693 3.354 -1.350
O: -0.098 2.428 -1.776
N: -1.128 5.069 -1.042
O: -1.967 4.191 -1.016
O: -1.388 6.257 -1.152
N: 3.490 6.422 -0.317
O: 4.657 6.101 -0.172
O: 3.071 7.555 -0.165
H: 4.040 3.835 -0.750
H: 0.855 6.682 -0.553
Br: -6.907 0.178 0.377
C: -5.062 0.421 0.072
C: -4.613 0.796 -1.174
C: -3.245 0.946 -1.341
N: -2.373 0.748 -0.355
C: -2.829 0.420 0.851
C: -4.171 0.232 1.117
C: -1.776 0.314 1.948
C: -2.063 -0.222 3.186
C: -1.055 -0.212 4.139
Br: -1.391 -0.951 5.834
C: 0.180 0.317 3.850
C: 0.385 0.793 2.565
N: -0.570 0.790 1.637
H: -5.296 0.971 -1.993
H: -2.830 1.239 -2.298
H: -4.531 -0.031 2.099
H: -3.027 -0.651 3.416
H: 0.978 0.330 4.578
H: 1.350 1.170 2.242
C: 0.038 -3.558 3.259
C: 1.041 -2.835 2.626
C: 0.903 -2.471 1.290
C: -0.217 -2.838 0.527
C: -1.208 -3.577 1.194
C: -1.093 -3.923 2.537
Si: -0.399 -2.239 -1.304
C: 0.903 -3.280 -2.250
C: 0.595 -4.479 -2.908
C: 1.557 -5.200 -3.608
C: 2.868 -4.742 -3.663
C: 3.203 -3.555 -3.024
C: 2.229 -2.834 -2.338
H: 0.136 -3.835 4.302
H: 1.933 -2.546 3.173
H: 1.700 -1.893 0.822
H: -2.088 -3.892 0.641
H: -1.878 -4.496 3.019
H: -1.645 -3.014 -1.658
H: -0.422 -4.856 -2.866
H: 1.285 -6.123 -4.109
H: 3.621 -5.300 -4.207
H: 4.216 -3.173 -3.072
H: 2.511 -1.885 -1.887

Output
energy above the lowest of the compared OMol25 structures with the same formula, charge and spin = 35.82 kJ/mol
calculated total energy = -217076.1099 eV
total charge = -1
HOMO-LUMO gap = 5.87 eV

# 2
DFT (ωB97M-V/def2-TZVPD) results for a cluster of 15 separate species, C35H100O15 in total.

CARTESIAN COORDINATES (ANGSTROEM)
C: 15.836 9.577 17.496
O: 16.421 10.042 16.293
H: 16.110 10.261 18.287
H: 14.789 9.544 17.536
H: 16.195 8.580 17.769
H: 16.109 9.518 15.530
C: 11.787 16.809 10.032
O: 10.605 16.153 9.672
H: 12.718 16.404 9.614
H: 11.641 17.846 9.672
H: 11.771 16.921 11.079
H: 10.628 15.257 10.032
C: 17.093 16.964 15.260
O: 16.398 16.185 14.319
H: 16.607 17.937 15.301
H: 17.140 16.490 16.212
H: 18.126 17.183 14.895
H: 17.077 15.722 13.794
C: 15.646 18.445 11.801
O: 14.461 17.747 12.164
H: 15.917 18.260 10.735
H: 15.503 19.495 11.970
H: 16.471 18.167 12.406
H: 14.796 16.952 12.602
C: 9.271 15.790 16.825
O: 8.700 16.999 16.463
H: 10.253 15.836 17.240
H: 8.588 15.356 17.561
H: 9.248 15.058 16.008
H: 9.257 17.430 15.776
C: 8.489 12.366 21.116
C: 9.454 12.738 20.039
C: 10.620 13.792 20.289
O: 10.031 11.567 19.478
H: 7.839 11.611 20.706
H: 7.889 13.240 21.301
H: 8.900 12.023 22.072
H: 8.970 13.206 19.230
H: 11.447 13.461 20.904
H: 10.291 14.630 20.893
H: 10.983 14.224 19.341
H: 10.591 11.136 20.104
C: 14.028 19.508 14.933
C: 13.375 18.228 15.288
C: 12.483 18.434 16.504
O: 12.600 17.613 14.187
H: 14.752 19.783 15.676
H: 13.348 20.365 14.816
H: 14.566 19.402 14.024
H: 14.184 17.511 15.577
H: 11.989 17.557 16.879
H: 11.728 19.203 16.244
H: 13.114 18.731 17.335
H: 13.123 17.764 13.388
C: 16.743 12.383 13.582
C: 17.713 13.293 14.339
C: 18.879 12.447 14.932
O: 18.159 14.242 13.409
H: 17.335 11.783 12.890
H: 16.067 13.005 13.055
H: 16.138 11.768 14.235
H: 17.211 13.822 15.185
H: 18.414 11.741 15.680
H: 19.652 13.008 15.439
H: 19.342 11.880 14.095
H: 18.929 14.709 13.768
C: 13.818 13.367 15.397
C: 13.486 14.622 14.562
C: 13.831 14.469 13.061
O: 12.053 14.808 14.667
H: 13.219 12.534 14.985
H: 13.543 13.516 16.431
H: 14.887 13.153 15.315
H: 14.065 15.479 14.935
H: 14.886 14.493 12.853
H: 13.373 15.319 12.572
H: 13.349 13.653 12.561
H: 11.919 15.760 14.468
C: 17.396 13.113 9.161
C: 16.111 13.867 8.995
C: 16.269 15.374 8.913
O: 15.354 13.499 7.895
H: 17.270 12.039 9.216
H: 17.772 13.418 10.119
H: 18.036 13.314 8.297
H: 15.516 13.663 9.923
H: 16.886 15.628 8.057
H: 16.724 15.824 9.791
H: 15.346 15.891 8.714
H: 15.145 12.545 7.987
C: 10.171 11.998 9.210
C: 11.315 12.445 10.141
C: 12.540 12.924 9.375
O: 10.937 13.628 10.891
H: 10.113 12.681 8.371
H: 9.269 12.019 9.771
H: 10.353 10.967 8.851
H: 11.587 11.631 10.822
H: 13.279 13.272 10.053
H: 12.283 13.630 8.596
H: 12.935 12.074 8.852
H: 10.562 13.324 11.725
C: 9.378 16.203 12.916
C: 9.415 17.697 12.798
C: 8.055 18.341 12.574
O: 9.814 18.149 14.114
H: 9.307 15.643 11.972
H: 8.586 15.922 13.618
H: 10.321 15.903 13.415
H: 10.136 18.094 12.093
H: 8.177 19.410 12.844
H: 7.318 17.939 13.282
H: 7.798 18.265 11.513
H: 10.750 17.902 14.265
C: 8.985 10.994 13.285
C: 9.329 12.269 14.033
C: 9.330 12.109 15.519
O: 10.609 12.666 13.594
H: 8.098 10.612 13.783
H: 9.792 10.276 13.276
H: 8.672 11.169 12.256
H: 8.582 13.013 13.776
H: 9.727 13.018 16.017
H: 9.838 11.189 15.807
H: 8.275 11.991 15.822
H: 10.827 13.521 13.984
C: 14.325 15.156 18.702
C: 14.038 15.102 20.193
C: 14.741 14.022 20.884
O: 14.288 16.379 20.794
H: 14.034 16.196 18.399
H: 13.843 14.373 18.161
H: 15.407 15.129 18.586
H: 12.975 14.985 20.288
H: 14.256 13.057 20.776
H: 14.872 14.276 21.911
H: 15.710 13.891 20.375
H: 14.048 16.338 21.702
C: 15.245 10.215 11.729
C: 14.509 9.681 12.899
C: 13.036 9.212 12.626
O: 15.283 8.526 13.375
H: 16.313 10.387 11.979
H: 14.940 11.202 11.358
H: 15.242 9.474 10.895
H: 14.479 10.419 13.726
H: 12.586 8.665 13.469
H: 12.888 8.584 11.747
H: 12.415 10.130 12.634
H: 14.678 7.970 13.853

Output
energy above the lowest of the compared OMol25 structures with the same formula, charge and spin = 152.63 kJ/mol
calculated total energy = -68626.4855 eV
HOMO-LUMO gap = 9.75 eV

# 3
DFT (ωB97M-V/def2-TZVPD) results for a structure of composition C21H59BeF6N5O6P.

CARTESIAN COORDINATES (ANGSTROEM)
Be: 1.362 -4.051 -2.037
P: 0.477 -0.302 -0.135
F: 1.256 -1.503 -0.910
F: 0.927 0.673 -1.353
F: -0.920 -0.751 -0.888
F: -0.369 0.900 0.479
F: 0.090 -1.379 1.013
F: 1.829 0.111 0.629
C: 1.086 4.832 -4.403
C: 1.107 4.014 -3.129
C: -0.006 4.397 -2.162
O: 0.251 5.667 -1.625
C: -0.617 6.055 -0.579
N: 0.964 2.603 -3.531
H: 1.817 4.448 -5.122
H: 1.427 5.852 -4.218
H: 0.122 4.857 -4.909
H: 2.058 4.087 -2.589
H: 0.014 3.630 -1.374
H: -0.973 4.354 -2.677
H: -0.693 5.285 0.196
H: -1.580 6.335 -1.009
H: -0.154 6.889 -0.052
H: 1.241 1.944 -2.809
H: 1.679 2.478 -4.242
C: -3.815 3.179 -1.918
C: -3.034 2.129 -1.131
C: -3.716 1.702 0.161
O: -3.991 2.799 1.017
C: -2.803 3.275 1.688
N: -2.822 0.954 -2.006
H: -4.819 2.823 -2.166
H: -3.391 3.331 -2.914
H: -3.912 4.128 -1.394
H: -2.057 2.567 -0.896
H: -3.147 0.963 0.742
H: -4.665 1.205 -0.053
H: -3.208 4.019 2.366
H: -2.028 3.599 0.995
H: -2.410 2.414 2.240
H: -2.331 1.332 -2.813
H: -2.143 0.399 -1.488
C: -1.001 -1.293 4.210
C: -0.135 -0.080 3.936
C: -0.280 1.023 4.945
O: -1.639 1.343 5.113
C: -1.759 2.302 6.141
N: 1.246 -0.533 3.654
H: -0.950 -2.180 3.576
H: -2.045 -1.051 4.419
H: -0.748 -1.703 5.202
H: -0.540 0.293 2.983
H: 0.293 1.880 4.564
H: 0.171 0.721 5.900
H: -1.208 3.194 5.827
H: -1.417 1.972 7.127
H: -2.782 2.625 6.335
H: 1.738 0.342 3.463
H: 1.213 -0.927 2.722
C: 3.312 -3.079 1.087
C: 2.364 -4.257 1.259
C: 1.984 -4.427 2.719
O: 0.976 -5.420 2.801
C: 0.532 -5.680 4.119
N: 1.147 -4.123 0.417
H: 2.850 -2.117 1.313
H: 3.646 -2.995 0.047
H: 4.169 -3.203 1.746
H: 2.860 -5.181 0.950
H: 1.578 -3.502 3.149
H: 2.825 -4.787 3.319
H: 0.098 -4.801 4.602
H: 1.400 -5.998 4.708
H: -0.175 -6.503 4.183
H: 0.478 -4.641 1.007
H: 0.890 -3.149 0.617
C: -2.629 -2.966 -3.479
C: -1.152 -3.319 -3.236
C: -0.341 -2.174 -3.719
O: 1.045 -2.582 -3.342
C: 2.031 -1.598 -3.686
N: -0.876 -3.460 -1.823
H: -2.949 -2.050 -2.981
H: -3.270 -3.770 -3.110
H: -2.812 -2.921 -4.554
H: -0.978 -4.268 -3.745
H: -0.609 -1.199 -3.305
H: -0.390 -2.019 -4.799
H: 1.857 -0.671 -3.146
H: 2.056 -1.448 -4.769
H: 3.019 -2.017 -3.503
H: -1.496 -4.134 -1.387
H: -1.013 -2.563 -1.351
C: 4.912 -0.202 -1.053
O: 5.046 -1.181 -2.062
H: 4.075 -0.382 -0.374
H: 5.817 -0.131 -0.443
H: 4.755 0.791 -1.474
H: 4.705 -2.040 -1.814

Output
energy above the lowest of the compared OMol25 structures with the same formula, charge and spin = 0.00 kJ/mol
calculated total energy = -68459.4748 eV
total charge = +1
HOMO-LUMO gap = 3.46 eV

# 4
DFT (ωB97M-V/def2-TZVPD) results for a structure of composition C20H30AsN2O3PdS2.

CARTESIAN COORDINATES (ANGSTROEM)
Pd: 1.352 1.721 -0.115
C: 1.918 0.687 3.599
As: 1.675 2.483 2.972
C: 2.358 3.705 4.276
C: -0.222 2.780 2.899
O: 2.423 2.725 1.504
H: 1.343 0.524 4.510
H: 2.974 0.512 3.794
H: 1.568 0.012 2.819
H: 1.806 3.599 5.208
H: 2.245 4.715 3.887
H: 3.414 3.502 4.443
H: -0.613 2.858 3.913
H: -0.696 1.947 2.386
H: -0.417 3.701 2.353
C: -3.525 -8.118 -1.764
C: -2.981 -6.733 -1.537
O: -2.486 -6.354 -0.514
S: -3.130 -5.699 -3.004
C: -2.281 -4.243 -2.467
C: -2.757 -3.497 -1.394
C: -2.084 -2.358 -0.995
C: -0.938 -1.935 -1.671
C: -0.476 -2.681 -2.754
C: -1.139 -3.832 -3.144
C: -0.237 -0.749 -1.256
C: 0.360 0.244 -0.902
H: -3.852 -8.532 -0.814
H: -2.721 -8.740 -2.161
H: -4.342 -8.115 -2.483
H: -3.646 -3.818 -0.869
H: -2.447 -1.787 -0.149
H: 0.407 -2.354 -3.287
H: -0.770 -4.418 -3.976
C: 3.134 -1.402 0.320
S: 3.566 -0.406 -1.097
C: 5.334 -0.365 -0.879
O: 3.158 1.018 -0.734
H: 3.457 -2.428 0.145
H: 2.047 -1.365 0.394
H: 3.603 -0.983 1.209
H: 5.713 -1.385 -0.942
H: 5.559 0.088 0.085
H: 5.748 0.233 -1.688
C: -3.921 2.870 -0.889
C: -2.480 3.199 -0.702
C: -1.779 4.372 -0.888
C: -0.441 4.082 -0.580
N: -0.346 2.807 -0.207
N: -1.586 2.285 -0.295
C: 0.748 4.984 -0.595
H: -4.457 3.747 -1.242
H: -4.376 2.546 0.048
H: -4.046 2.074 -1.623
H: -2.177 5.317 -1.213
H: -1.698 1.294 -0.143
H: 0.668 5.737 0.190
H: 0.817 5.506 -1.548
H: 1.667 4.421 -0.435

Output
energy above the lowest of the compared OMol25 structures with the same formula, charge and spin = 17.32 kJ/mol
calculated total energy = -116330.7186 eV
total charge = +1
HOMO-LUMO gap = 7.94 eV

# 5
DFT (ωB97M-V/def2-TZVPD) results for a cluster of 2 separate species, C2H4N2OS2 in total.

CARTESIAN COORDINATES (ANGSTROEM)
C: -0.491 0.122 -0.235
C: 0.653 -0.949 -0.041
H: -2.522 -0.048 -0.616
H: -1.552 -1.164 -1.291
H: 1.013 2.820 -0.230
H: 1.563 0.257 1.846
N: -1.738 -0.675 -0.373
N: -0.320 1.333 0.015
O: 0.870 1.699 0.532
S: 1.490 -1.343 1.563
S: 1.035 -2.052 -1.170

Output
energy above the lowest of the compared OMol25 structures with the same formula, charge and spin = 556.49 kJ/mol
calculated total energy = -28831.3156 eV
HOMO-LUMO gap = 8.10 eV

# 6
DFT (ωB97M-V/def2-TZVPD) results for a structure of composition C5H13N.

CARTESIAN COORDINATES (ANGSTROEM)
C: 0.992 -0.781 -1.973
C: -0.400 -0.155 -1.936
C: -0.942 -0.075 -0.539
C: -0.302 0.914 0.337
N: 0.578 0.399 1.416
C: 0.114 -0.720 1.996
H: 1.415 -0.670 -2.971
H: 1.629 -0.200 -1.297
H: 1.026 -1.829 -1.677
H: -0.994 -0.586 -2.731
H: -0.208 0.892 -2.230
H: -1.065 1.424 0.939
H: -1.978 -0.342 -0.358
H: -0.733 2.445 4.289
H: 0.268 1.704 -0.165
H: -0.122 2.204 3.932
H: 0.899 -0.715 0.928
H: -0.750 -1.241 1.596
H: 0.588 -1.030 2.911

Output
energy above the lowest of the compared OMol25 structures with the same formula, charge and spin = 746.17 kJ/mol
calculated total energy = -6878.4637 eV
HOMO-LUMO gap = 5.59 eV